Below is a 3-piece molecular cluster, C33H58O10 overall, with properties calculated with ωB97M-V/def2-TZVPD.

Electronic energy, eV: -55635.2938
Gap between HOMO and LUMO, eV: 9.59
SMILES string: C=CC[C@@]1(CC(=O)O)OC(=O)[C@H](CCOC=O)[C@]1(CCCCCCCC)CCC(C)C.CCOC(C)=O.CCOC(C)=O

Last columns: bonded neighbours and bond lengths (Å).
CARTESIAN COORDINATES (ANGSTROEM)
1 C -0.01095 0.59205 2.78022  C2 1.344, H32 1.082, H33 1.085
2 C 1.09945 -0.06464 3.15851  C1 1.344, C3 1.503, H34 1.083
3 C 1.70530 -1.24714 2.45641  C2 1.503, C4 1.552, H35 1.088, H36 1.083
4 C 2.67169 -0.85111 1.30776  C3 1.552, C5 1.539, O9 1.468, C18 1.557
5 C 3.48363 0.40942 1.65628  C4 1.539, C6 1.511, H37 1.086, H38 1.081
6 C 4.48349 0.21328 2.77225  C5 1.511, O7 1.222, O8 1.354
7 O 5.66743 0.46408 2.60498  C6 1.222
8 O 4.02332 -0.22027 3.97013  C6 1.354, H39 0.964
9 O 3.68246 -1.91369 1.38160  C4 1.468, C10 1.371
10 C 3.91484 -2.35760 0.10523  O9 1.371, O11 1.214, C12 1.515
11 O 4.98968 -2.72050 -0.32767  C10 1.214
12 C 2.54812 -2.28926 -0.54475  C10 1.515, C13 1.524, C18 1.541, H40 1.097
13 C 2.33980 -2.78451 -1.97072  C12 1.524, C14 1.516, H41 1.091, H42 1.084
14 C 2.14201 -4.28701 -1.99262  C13 1.516, O15 1.438, H43 1.086, H44 1.090
15 O 3.27442 -5.00322 -1.47073  C14 1.438, C16 1.354
16 C 3.08740 -5.56126 -0.25115  O15 1.354, O17 1.208, H45 1.099
17 O 2.37694 -6.51355 -0.03078  C16 1.208
18 C 2.05647 -0.89082 -0.12235  C4 1.557, C12 1.541, C19 1.543, C27 1.550
19 C 0.54160 -0.63189 -0.25562  C18 1.543, C20 1.532, H46 1.086, H47 1.084
20 C -0.41253 -1.81240 -0.04691  C19 1.532, C21 1.540, H48 1.085, H49 1.088
21 C -1.63878 -1.62801 -0.95948  C20 1.540, C22 1.544, H50 1.086, H51 1.092
22 C -2.58946 -2.84452 -0.97552  C21 1.544, C23 1.535, H52 1.087, H53 1.088
23 C -3.97282 -2.46926 -0.42614  C22 1.535, C24 1.557, H54 1.084, H55 1.086
24 C -3.91552 -2.19269 1.10537  C23 1.557, C25 1.529, H56 1.087, H57 1.086
25 C -4.14202 -0.71596 1.43013  C24 1.529, C26 1.543, H58 1.089, H59 1.089
26 C -5.64638 -0.37259 1.41682  C25 1.543, H60 1.085, H61 1.081, H62 1.088
27 C 2.73538 0.06251 -1.13883  C18 1.550, C28 1.549, H63 1.092, H64 1.086
28 C 2.48400 1.57728 -0.93251  C27 1.549, C29 1.528, H65 1.089, H66 1.089
29 C 2.13541 2.35221 -2.20248  C28 1.528, C30 1.535, C31 1.532, H67 1.090
30 C 2.03965 3.82717 -1.78861  C29 1.535, H68 1.091, H69 1.087, H70 1.082
31 C 0.78373 1.94895 -2.80138  C29 1.532, H71 1.090, H72 1.088, H73 1.083
32 H -0.05564 1.67295 2.80108  C1 1.082
33 H -0.87660 0.05581 2.40545  C1 1.085
34 H 1.61349 0.28996 4.04289  C2 1.083
35 H 0.95140 -1.95545 2.12042  C3 1.088
36 H 2.32178 -1.78011 3.16978  C3 1.083
37 H 2.86280 1.28702 1.81072  C5 1.086
38 H 4.11436 0.62861 0.80555  C5 1.081
39 H 4.76980 -0.65120 4.40094  O8 0.964
40 H 1.96705 -2.98123 0.07764  C12 1.097
41 H 1.38493 -2.37493 -2.30416  C13 1.091
42 H 3.13435 -2.47649 -2.64150  C13 1.084
43 H 1.93697 -4.65274 -2.99409  C14 1.086
44 H 1.27140 -4.55567 -1.39411  C14 1.090
45 H 3.65408 -5.09285 0.56578  C16 1.099
46 H 0.39354 -0.29826 -1.27804  C19 1.086
47 H 0.27037 0.21099 0.36976  C19 1.084
48 H 0.01274 -2.77359 -0.31712  C20 1.085
49 H -0.79429 -1.81903 0.97171  C20 1.088
50 H -2.13928 -0.68833 -0.74604  C21 1.086
51 H -1.22988 -1.52696 -1.96733  C21 1.092
52 H -2.14900 -3.67352 -0.42756  C22 1.087
53 H -2.73422 -3.12388 -2.01659  C22 1.088
54 H -4.69138 -3.25100 -0.64316  C23 1.084
55 H -4.27514 -1.54850 -0.91731  C23 1.086
56 H -4.75190 -2.73655 1.53674  C24 1.087
57 H -2.97651 -2.57409 1.49651  C24 1.086
58 H -3.71813 -0.44450 2.39635  C25 1.089
59 H -3.68022 -0.05169 0.70179  C25 1.089
60 H -6.24140 -1.17414 1.84269  C26 1.085
61 H -5.91929 -0.21403 0.38273  C26 1.081
62 H -5.79851 0.54044 1.98785  C26 1.088
63 H 3.81676 -0.08675 -1.12900  C27 1.092
64 H 2.43090 -0.17958 -2.15288  C27 1.086
65 H 3.41867 2.00977 -0.57971  C28 1.089
66 H 1.74580 1.80338 -0.16469  C28 1.089
67 H 2.93635 2.22786 -2.93071  C29 1.090
68 H 1.38857 3.86653 -0.91419  C30 1.091
69 H 1.55245 4.43491 -2.54627  C30 1.087
70 H 3.00039 4.22873 -1.49305  C30 1.082
71 H 0.07444 1.83848 -1.98072  C31 1.090
72 H 0.85178 0.98470 -3.30155  C31 1.088
73 H 0.40163 2.71757 -3.46211  C31 1.083
74 O -7.21695 -1.58086 -1.05264  C75 1.198
75 C -8.31964 -1.34719 -0.64657  O74 1.198, O76 1.346, C79 1.511
76 O -8.91193 -2.23691 0.17157  C75 1.346, C77 1.429
77 C -10.13965 -1.97857 0.85540  O76 1.429, C78 1.515, H80 1.091, H81 1.089
78 C -11.34373 -2.29367 -0.00793  C77 1.515, H82 1.090, H83 1.090, H84 1.090
79 C -9.08617 -0.12433 -1.09331  C75 1.511, H85 1.089, H86 1.087, H87 1.087
80 H -10.16167 -0.95728 1.23842  C77 1.091
81 H -10.12846 -2.63656 1.72255  C77 1.089
82 H -11.37870 -1.66248 -0.89603  C78 1.090
83 H -12.26581 -2.14680 0.55482  C78 1.090
84 H -11.30136 -3.32815 -0.34816  C78 1.090
85 H -9.56697 -0.34058 -2.04624  C79 1.089
86 H -8.37626 0.68732 -1.23180  C79 1.087
87 H -9.83389 0.21873 -0.38224  C79 1.087
88 O 4.17755 5.18396 0.37722  C89 1.199
89 C 5.28407 5.62521 0.24138  O88 1.199, O90 1.346, C93 1.511
90 O 5.97634 5.30524 -0.86715  C89 1.346, C91 1.429
91 C 7.22435 5.90802 -1.21678  O90 1.429, C92 1.515, H94 1.091, H95 1.089
92 C 8.39239 5.21480 -0.54650  C91 1.515, H96 1.090, H97 1.090, H98 1.090
93 C 5.94535 6.45355 1.31763  C89 1.511, H99 1.089, H100 1.087, H101 1.087
94 H 7.20688 6.97961 -1.01281  C91 1.091
95 H 7.30314 5.79744 -2.29685  C91 1.089
96 H 8.33740 5.29183 0.53938  C92 1.090
97 H 9.33524 5.65248 -0.87508  C92 1.090
98 H 8.39259 4.15378 -0.79508  C92 1.090
99 H 6.38476 5.78295 2.05470  C93 1.089
100 H 5.17926 7.05539 1.79962  C93 1.087
101 H 6.70868 7.13535 0.95056  C93 1.087

Results of the Mulliken charge analysis, in e, for atoms 1 through 99: number 1, C, carries -0.739; number 2, C, carries -0.341; number 3, C, carries -1.387; number 4, C, carries 1.000; number 5, C, carries -1.022; number 6, C, carries 0.015; number 7, O, carries -0.624; number 8, O, carries -0.377; number 9, O, carries -0.380; number 10, C, carries -0.253; number 11, O, carries -0.626; number 12, C, carries -0.870; number 13, C, carries -0.713; number 14, C, carries -1.088; number 15, O, carries -0.357; number 16, C, carries 0.254; number 17, O, carries -0.509; number 18, C, carries 2.014; number 19, C, carries -0.363; number 20, C, carries -0.028; number 21, C, carries -0.580; number 22, C, carries -1.486; number 23, C, carries -0.767; number 24, C, carries -0.791; number 25, C, carries -0.340; number 26, C, carries -1.255; number 27, C, carries -2.378; number 28, C, carries -1.084; number 29, C, carries 0.542; number 30, C, carries -1.417; number 31, C, carries -1.305; number 32, H, carries 0.238; number 33, H, carries 0.330; number 34, H, carries 0.431; number 35, H, carries 0.462; number 36, H, carries 0.628; number 37, H, carries 0.752; number 38, H, carries 0.378; number 39, H, carries 0.361; number 40, H, carries 0.811; number 41, H, carries 0.275; number 42, H, carries 0.464; number 43, H, carries 0.487; number 44, H, carries 0.471; number 45, H, carries 0.389; number 46, H, carries 0.485; number 47, H, carries 0.349; number 48, H, carries -0.046; number 49, H, carries -0.005; number 50, H, carries 0.355; number 51, H, carries 0.579; number 52, H, carries 0.451; number 53, H, carries 0.432; number 54, H, carries 0.386; number 55, H, carries 0.365; number 56, H, carries 0.489; number 57, H, carries 0.493; number 58, H, carries 0.341; number 59, H, carries 0.202; number 60, H, carries 0.366; number 61, H, carries 0.132; number 62, H, carries 0.441; number 63, H, carries 0.855; number 64, H, carries 0.901; number 65, H, carries 0.505; number 66, H, carries 0.380; number 67, H, carries 0.364; number 68, H, carries 0.355; number 69, H, carries 0.433; number 70, H, carries 0.204; number 71, H, carries 0.172; number 72, H, carries 0.301; number 73, H, carries 0.505; number 74, O, carries -0.532; number 75, C, carries 0.825; number 76, O, carries -0.356; number 77, C, carries -0.409; number 78, C, carries -0.986; number 79, C, carries -1.126; number 80, H, carries 0.345; number 81, H, carries 0.334; number 82, H, carries 0.274; number 83, H, carries 0.359; number 84, H, carries 0.302; number 85, H, carries 0.283; number 86, H, carries 0.314; number 87, H, carries 0.382; number 88, O, carries -0.523; number 89, C, carries 0.942; number 90, O, carries -0.384; number 91, C, carries -0.437; number 92, C, carries -0.985; number 93, C, carries -1.246; number 94, H, carries 0.377; number 95, H, carries 0.328; number 96, H, carries 0.272; number 97, H, carries 0.367; number 98, H, carries 0.309; number 99, H, carries 0.287